A molecular structure, C30H22F2N2O3RhS2. Source: the OMol25 dataset; level of theory: the ωB97M-V functional and the def2-TZVPD basis.

Last column: Mulliken charge in e.
Geometry (Å):
Rh (0.040, 0.247, 0.027)  0.69
C (1.174, -2.417, -6.307)  -0.80
O (-0.184, -2.034, -6.210)  -0.43
C (-0.640, -1.528, -5.061)  0.74
C (-2.002, -1.153, -5.048)  -1.05
C (-2.577, -0.624, -3.922)  -0.88
C (-1.845, -0.358, -2.751)  0.29
C (-2.429, 0.339, -1.627)  0.89
C (-3.909, 0.599, -1.528)  -1.20
O (-1.762, 0.781, -0.668)  -0.68
C (-0.432, -0.689, -2.772)  0.40
O (0.404, -0.397, -1.856)  -0.65
C (0.101, -1.342, -3.916)  -0.41
H (1.310, -2.782, -7.324)  0.24
H (1.408, -3.215, -5.597)  0.33
H (1.840, -1.565, -6.136)  0.34
H (-2.570, -1.285, -5.953)  0.46
H (-3.621, -0.367, -3.972)  0.25
H (-4.469, 0.394, -2.430)  0.39
H (-4.061, 1.633, -1.224)  0.34
H (-4.296, -0.021, -0.719)  0.28
H (1.143, -1.610, -3.860)  0.46
S (6.944, -0.001, 1.341)  -0.19
C (7.725, 1.460, 0.941)  -0.34
C (6.860, 2.394, 0.419)  -0.57
C (5.549, 1.933, 0.338)  -0.43
C (5.395, 0.626, 0.801)  0.21
C (4.226, -0.174, 0.889)  0.92
C (2.955, 0.303, 0.502)  -0.62
N (1.849, -0.400, 0.589)  0.30
C (1.896, -1.703, 1.058)  -0.53
C (3.141, -2.262, 1.493)  0.32
C (3.136, -3.604, 2.000)  -1.22
C (2.004, -4.334, 2.055)  -1.12
C (0.749, -3.808, 1.604)  0.39
C (-0.429, -4.517, 1.648)  -0.44
C (-1.641, -3.929, 1.185)  1.12
C (-1.555, -2.604, 0.699)  -1.05
N (-0.447, -1.920, 0.658)  0.24
C (0.735, -2.465, 1.098)  0.40
C (-2.883, -4.614, 1.209)  0.27
C (-3.144, -5.905, 1.659)  -0.49
C (-4.484, -6.271, 1.544)  -0.59
C (-5.264, -5.278, 1.010)  -0.36
S (-4.364, -3.871, 0.636)  -0.10
C (4.281, -1.502, 1.409)  -0.27
H (8.780, 1.561, 1.110)  0.46
H (7.174, 3.375, 0.111)  0.41
H (4.735, 2.523, -0.039)  0.40
H (2.844, 1.312, 0.116)  0.37
H (4.078, -4.008, 2.339)  0.47
H (2.017, -5.341, 2.445)  0.47
H (-0.425, -5.523, 2.040)  0.41
H (-2.447, -2.100, 0.340)  0.53
H (-2.384, -6.549, 2.057)  0.38
H (-4.875, -7.227, 1.840)  0.40
H (-6.318, -5.294, 0.816)  0.46
H (5.227, -1.905, 1.738)  0.48
F (-1.141, 1.854, 1.821)  -0.28
C (-0.338, 0.760, 1.955)  0.32
F (0.785, 1.220, 2.583)  -0.29
H (-0.834, 0.065, 2.654)  0.16

Its net charge is +1. For the largest force on an atom, the calculation gives 3.8 eV/A. As for the HOMO energy: -10.36 eV. Its LUMO energy is -0.167 Eh. The calculation puts the HOMO-LUMO gap at 5.82 eV.



3 unconnected molecules or ions with the total composition C30H22FO8P3. Source: the OMol25 dataset; level of theory: the ωB97M-V functional and the def2-TZVPD basis.

Last column: Mulliken charge in e.
Geometry (Å):
O (-4.588, -4.603, -1.478)  -0.51
C (-5.423, -4.879, -2.275)  0.65
F (-6.554, -4.167, -2.345)  -0.24
C (-5.353, -6.023, -3.234)  -0.77
P (-6.169, -5.826, -4.899)  0.00
P (-4.600, -4.773, -6.039)  -0.05
P (-5.286, -2.726, -6.025)  0.83
O (-6.478, -2.540, -6.853)  -0.59
O (-4.030, -1.871, -6.519)  -0.50
O (-5.507, -2.295, -4.497)  -0.44
H (-5.806, -6.889, -2.751)  0.37
H (-4.300, -6.216, -3.415)  0.38
H (-7.120, -4.809, -4.691)  0.07
H (-3.487, -4.716, -5.175)  0.06
H (-3.670, -1.361, -5.780)  0.34
H (-6.247, -1.666, -4.472)  0.31
C (-3.846, -4.752, 3.335)  -0.54
C (-4.135, -4.624, 1.981)  -0.41
C (-3.600, -3.580, 1.248)  -0.79
C (-2.778, -2.650, 1.873)  0.16
C (-2.502, -2.767, 3.238)  0.31
C (-3.032, -3.826, 3.963)  -0.62
C (-1.656, -1.761, 3.943)  0.62
O (-1.411, -1.866, 5.126)  -0.67
C (-1.126, -0.617, 3.147)  0.19
C (-0.376, 0.361, 3.789)  -0.53
C (0.136, 1.424, 3.066)  -0.64
C (-0.092, 1.512, 1.697)  -0.46
C (-0.841, 0.542, 1.053)  -0.63
C (-1.367, -0.521, 1.775)  0.21
C (-2.195, -1.540, 1.066)  0.45
O (-2.388, -1.464, -0.129)  -0.68
H (-4.261, -5.575, 3.902)  0.39
H (-4.780, -5.343, 1.493)  0.42
H (-3.824, -3.485, 0.197)  0.90
H (-2.805, -3.913, 5.016)  0.48
H (-0.202, 0.281, 4.852)  0.48
H (0.717, 2.188, 3.566)  0.44
H (0.318, 2.342, 1.135)  0.52
H (-1.026, 0.603, -0.010)  0.47
C (4.767, 0.861, -0.727)  -0.66
C (6.103, 0.984, -1.095)  -0.41
C (6.795, 2.152, -0.822)  -0.69
C (6.151, 3.206, -0.188)  0.42
C (4.805, 3.090, 0.163)  0.14
C (4.119, 1.911, -0.101)  -0.48
C (4.079, 4.221, 0.808)  0.45
O (2.910, 4.116, 1.117)  -0.67
C (4.830, 5.485, 1.053)  0.14
C (4.163, 6.570, 1.607)  -0.49
C (4.847, 7.748, 1.853)  -0.49
C (6.202, 7.844, 1.555)  -0.47
C (6.870, 6.768, 0.999)  -0.58
C (6.187, 5.587, 0.739)  0.15
C (6.920, 4.449, 0.113)  0.57
O (8.101, 4.532, -0.145)  -0.66
H (4.231, -0.055, -0.934)  0.42
H (6.605, 0.166, -1.593)  0.39
H (7.835, 2.255, -1.098)  0.48
H (3.080, 1.826, 0.185)  0.69
H (3.111, 6.484, 1.839)  0.48
H (4.325, 8.593, 2.281)  0.41
H (6.735, 8.764, 1.754)  0.40
H (7.922, 6.834, 0.760)  0.47

For the largest force on an atom, the calculation gives 1.0 eV/A. As for the HOMO energy: -9.41 eV. Its LUMO energy is -0.040 Eh. The calculation puts the HOMO-LUMO gap at 8.33 eV. As for the SMILES: O=C1c2ccccc2C(=O)c2ccccc21.O=C1c2ccccc2C(=O)c2ccccc21.O=C(F)C[PH]#[PH]P(=O)(O)O.



A molecular structure, C30H22N3O4PS2Ti. Source: the OMol25 dataset; level of theory: the ωB97M-V functional and the def2-TZVPD basis.

Last column: Löwdin spin population.
Geometry (Å):
Ti (2.069, -0.225, 0.536)  0.13
O (3.432, 1.276, 0.569)  0.00
C (2.728, 1.972, -0.257)  0.01
O (1.669, 1.469, -0.708)  0.00
C (3.192, 3.342, -0.626)  0.00
C (4.307, 3.873, 0.006)  0.00
C (4.703, 5.154, -0.343)  0.00
C (3.975, 5.833, -1.303)  0.00
C (2.876, 5.204, -1.879)  0.00
N (2.483, 3.981, -1.551)  0.00
H (4.831, 3.290, 0.749)  0.00
H (5.563, 5.612, 0.127)  0.00
H (4.245, 6.835, -1.608)  0.00
H (2.287, 5.709, -2.635)  0.00
C (-0.839, -2.279, -1.935)  0.06
C (-0.173, -1.294, -1.247)  0.06
N (1.084, -1.460, -0.783)  0.11
C (1.726, -2.641, -1.070)  0.09
C (1.090, -3.706, -1.744)  0.02
C (-0.212, -3.514, -2.169)  0.09
C (1.866, -4.907, -1.952)  -0.01
C (3.147, -4.998, -1.545)  -0.01
C (3.812, -3.900, -0.881)  0.02
C (5.127, -3.908, -0.457)  0.09
C (5.651, -2.768, 0.175)  0.06
C (4.849, -1.669, 0.376)  0.05
N (3.566, -1.619, -0.027)  0.11
C (3.055, -2.729, -0.656)  0.09
H (-1.847, -2.089, -2.274)  0.00
H (-0.632, -0.332, -1.052)  0.00
H (-0.735, -4.307, -2.690)  0.00
H (1.392, -5.741, -2.455)  0.00
H (3.712, -5.907, -1.715)  0.00
H (5.745, -4.784, -0.610)  0.00
H (6.675, -2.743, 0.517)  0.00
H (5.221, -0.782, 0.874)  0.00
O (0.922, 0.009, 1.920)  0.01
O (1.943, -0.980, 2.174)  0.00
S (-2.291, 2.001, -1.314)  0.46
P (-2.837, 1.514, 0.525)  0.01
S (-1.286, 2.330, 1.457)  0.52
C (-2.954, -0.268, 0.814)  0.00
C (-2.012, -0.922, 1.603)  0.00
C (-2.101, -2.297, 1.781)  0.00
C (-3.120, -3.014, 1.174)  0.00
C (-4.059, -2.362, 0.383)  0.00
C (-3.978, -0.991, 0.204)  0.00
C (-4.451, 2.159, 1.007)  0.00
C (-5.046, 3.183, 0.278)  0.00
C (-6.268, 3.699, 0.684)  0.00
C (-6.890, 3.200, 1.819)  0.00
C (-6.295, 2.181, 2.551)  0.00
C (-5.078, 1.658, 2.146)  0.00
H (-1.198, -0.367, 2.051)  0.00
H (-1.362, -2.804, 2.388)  0.00
H (-3.184, -4.086, 1.313)  0.00
H (-4.854, -2.922, -0.091)  0.00
H (-4.712, -0.479, -0.409)  0.00
H (-4.551, 3.564, -0.606)  0.00
H (-6.733, 4.492, 0.113)  0.00
H (-7.844, 3.604, 2.133)  0.00
H (-6.781, 1.791, 3.436)  0.00
H (-4.619, 0.856, 2.713)  0.00

For the largest force on an atom, the calculation gives 0.4 eV/A. As for the HOMO energy (alpha / beta): -5.44 / -8.64 eV. Its spin multiplicity is 3. Its LUMO energy (alpha / beta) is -0.006 / -0.071 Eh. The expectation value of S² is 2.027. The calculation puts the HOMO-LUMO gap (alpha / beta) at 5.26 / 6.70 eV.



Q: Among the records above, which one has the lowest largest force on an atom?
A: C30H22N3O4PS2Ti



Q: Which of these has the highest largest force on an atom?
A: C30H22F2N2O3RhS2



Q: Number 1 is which compound?
A: C30H22F2N2O3RhS2